Entry 1:
Entry from the OMol25 dataset: a molecular structure, C26H31N2O6P2SSbSe4W (ωB97M-V/def2-TZVPD).

Computed properties:
frontier orbital gap (spin up / spin down) = 6.4 / 5.9 eV
expectation value of S² = 2.021
HOMO energy (spin up / spin down) = -7.43 / -7.45 eV
charge = 0
spin multiplicity = 3

Geometry as XYZ:
```
74
Properties=species:S:1:pos:R:3:mulliken_spin:R:1
W 0.61 0.56 0.15 0.79
C 2.63 -3.51 -0.72 0.00
O 1.76 -3.95 0.33 0.00
C 1.84 -3.26 1.51 -0.01
C 2.39 -3.86 2.62 0.00
C 2.35 -3.24 3.88 0.00
C 1.71 -2.04 4.01 0.00
C 1.16 -1.40 2.89 0.01
C 0.29 -0.27 3.09 0.00
N -0.18 0.46 2.14 -0.01
N -1.18 1.36 2.47 -0.01
C -1.54 2.05 1.42 0.02
O -1.05 1.82 0.24 -0.01
C -2.52 3.14 1.60 0.00
C -3.02 3.44 2.86 0.00
C -3.94 4.46 3.02 0.00
C -4.37 5.19 1.91 0.00
C -3.87 4.89 0.65 0.00
C -2.95 3.87 0.49 0.00
C 1.27 -1.98 1.62 0.04
O 0.76 -1.42 0.53 0.02
H 3.67 -3.55 -0.39 0.01
H 2.40 -2.49 -1.03 0.00
H 2.48 -4.20 -1.54 -0.01
H 2.85 -4.84 2.50 0.00
H 2.79 -3.74 4.73 0.00
H 1.61 -1.57 4.98 0.00
H -0.06 -0.04 4.09 0.00
H -2.67 2.88 3.72 0.00
H -4.33 4.70 4.00 0.00
H -5.09 5.98 2.03 0.00
H -4.20 5.46 -0.21 0.00
H -2.53 3.64 -0.48 0.00
C 1.71 -0.06 -3.40 0.00
P 0.32 -0.15 -2.27 0.04
C -0.91 0.95 -3.03 -0.01
C -0.35 -1.84 -2.38 0.00
C 0.11 -2.76 -3.32 0.00
C -0.42 -4.04 -3.35 0.00
C -1.40 -4.41 -2.44 0.00
C -1.86 -3.51 -1.50 0.00
C -1.33 -2.22 -1.45 0.00
P -1.76 -0.99 -0.20 -0.01
C -3.44 -0.41 -0.63 0.00
C -2.11 -1.93 1.31 0.00
H 2.49 -0.77 -3.13 0.00
H 2.15 0.94 -3.33 0.00
H 1.38 -0.23 -4.43 0.01
H -1.18 0.58 -4.02 0.00
H -0.46 1.94 -3.12 0.00
H -1.80 1.05 -2.41 0.00
H 0.88 -2.48 -4.02 0.00
H -0.05 -4.75 -4.08 0.00
H -1.80 -5.42 -2.46 0.00
H -2.61 -3.82 -0.78 0.00
H -4.11 -1.26 -0.68 0.00
H -3.47 0.11 -1.59 0.00
H -3.78 0.28 0.14 0.00
H -2.99 -2.55 1.18 0.00
H -2.29 -1.23 2.12 0.00
H -1.26 -2.56 1.57 0.00
C 2.94 3.91 -0.11 0.01
S 1.31 3.28 0.04 -0.01
O 0.40 4.37 0.14 0.00
O 1.28 2.31 1.20 0.00
O 1.06 2.30 -1.09 -0.01
H 3.50 3.68 0.80 0.00
H 2.85 4.99 -0.25 0.00
H 3.41 3.46 -0.98 0.00
Se 4.46 2.37 -3.32 0.41
Sb 5.07 1.10 -1.34 -0.06
Se 5.50 -0.82 -2.82 0.69
Se 6.44 1.96 0.38 -0.02
Se 3.06 0.07 -0.02 0.16
```

=====

Entry 2:
Entry from the OMol25 dataset: a molecular structure, C4H5NO2 (ωB97M-V/def2-TZVPD).

Computed properties:
frontier orbital gap = 11.0 eV
HOMO energy = -10.00 eV
charge = 0
spin multiplicity = 1

Geometry as XYZ:
```
12
Properties=species:S:1:pos:R:3:mulliken_charge:R:1
O -1.65 0.53 0.99 -0.41
C -1.68 -0.25 -0.16 -0.01
C -0.38 0.15 -0.65 -0.29
C -0.28 0.95 0.65 -0.31
N 2.45 0.22 0.05 -0.43
C 2.28 -0.91 -0.13 0.17
O -0.58 -1.20 -0.23 -0.42
H -2.64 -0.55 -0.55 0.40
H 0.00 0.37 -1.63 0.47
H -0.20 2.03 0.54 0.28
H 0.41 0.57 1.40 0.27
H 2.14 -1.96 -0.29 0.28
```

=====

Result set for maximum force: 1.43 1.15 eV/Å, one per record in the order listed.
Result set for energy above the lowest of the compared OMol25 structures with the same formula, charge and spin: 0.00 88.64 kcal per mole, one per record in the order listed.
Result set for E_tot: -341893.8307 -9810.4708 eV, one per record in the order listed.